[1]
ORCA calculation (the ωB97M-V functional and the def2-TZVPD basis) on C4H5NO3 in the gas phase in a non-equilibrium geometry.

Output
F_max ... 10.07 eV/A
Gap between HOMO and LUMO ... 10.06 eV
Relative energy (zero: lowest compared OMol25 entry of this formula, charge and spin) ... 675.2 kJ/mol
E_tot ... -11855.003 eV

Bonds (Å) are listed after each position.
Cartesian coordinates (Å):
1 O -0.12 -0.27 -0.36  C5 1.523, C8 1.414
2 O -2.27 -1.46 -0.21  N4 1.321, H11 1.156
3 O -1.00 1.79 -0.07  C8 1.266
4 N -2.34 -0.18 0.09  O2 1.321, C8 1.346, H12 1.023
5 C 1.10 0.60 -0.04  O1 1.523, C6 1.342, H9 1.115, H13 1.256
6 C 2.04 -0.34 -0.23  C5 1.342, C7 1.260
7 C 3.19 -0.69 0.12  C6 1.260, H10 0.992
8 C -1.20 0.55 0.04  O1 1.414, O3 1.266, N4 1.346
9 H 0.88 1.14 0.90  C5 1.115
10 H 4.11 -1.08 0.06  C7 0.992
11 H -2.41 -1.89 0.86  O2 1.156
12 H -3.15 0.29 -0.31  N4 1.023
13 H 1.16 1.55 -0.86  C5 1.256

[2]
ORCA calculation (the ωB97M-V functional and the def2-TZVPD basis) on C4H5NO3 in the gas phase in a non-equilibrium geometry.

Output
F_max ... 3.30 eV/A
Gap between HOMO and LUMO ... 9.96 eV
Relative energy (zero: lowest compared OMol25 entry of this formula, charge and spin) ... 421.7 kJ/mol
E_tot ... -11857.630 eV

Bonds (Å) are listed after each position.
Cartesian coordinates (Å):
1 O 1.42 -0.58 -1.30  C5 1.417, C6 1.421
2 O -0.01 1.68 2.13  C8 1.244
3 O -1.42 -0.94 -1.50  N4 1.354, H12 0.989
4 N -1.57 -0.19 -0.38  O3 1.354, C7 1.318
5 C 1.64 -1.21 -0.05  O1 1.417, C6 1.559, H9 1.109, H11 1.099
6 C 1.02 0.21 -0.20  O1 1.421, C5 1.559, C7 1.545, H13 1.069
7 C -0.48 0.35 0.14  N4 1.318, C6 1.545, C8 1.499
8 C -0.82 1.06 1.41  O2 1.244, C7 1.499, H10 1.164
9 H 2.72 -1.29 0.20  C5 1.109
10 H -1.97 1.02 1.58  C8 1.164
11 H 0.93 -2.04 0.10  C5 1.099
12 H -0.46 -1.07 -1.70  O3 0.989
13 H 1.68 1.01 0.06  C6 1.069

[3]
ORCA calculation (the ωB97M-V functional and the def2-TZVPD basis) on C4H5NO4 in the gas phase in a non-equilibrium geometry.

Output
F_max ... 3.88 eV/A
Gap between HOMO and LUMO ... 10.34 eV
Relative energy (zero: lowest compared OMol25 entry of this formula, charge and spin) ... 273.8 kJ/mol
E_tot ... -13906.574 eV

Bonds (Å) are listed after each position.
Cartesian coordinates (Å):
1 O 1.76 -1.90 -0.23  C8 1.169
2 O -2.74 -0.77 0.36  N5 1.448, H10 0.969
3 O -0.13 -0.86 0.03  C7 1.355, C8 1.397
4 O 1.81 0.30 0.24  C8 1.320, C9 1.465
5 N -2.07 0.37 -0.22  O2 1.448, C7 1.261
6 C 0.00 1.57 -0.52  C7 1.548, C9 1.573, H13 1.086, H14 1.118
7 C -0.81 0.30 -0.17  O3 1.355, N5 1.261, C6 1.548
8 C 1.26 -0.86 -0.06  O1 1.169, O3 1.397, O4 1.320
9 C 1.20 1.61 0.50  O4 1.465, C6 1.573, H11 1.111, H12 1.077
10 H -3.59 -0.37 0.12  O2 0.969
11 H 1.87 2.36 0.01  C9 1.111
12 H 0.88 1.55 1.52  C9 1.077
13 H 0.52 1.53 -1.47  C6 1.086
14 H -0.67 2.47 -0.42  C6 1.118

[4]
ORCA calculation (the ωB97M-V functional and the def2-TZVPD basis) on C4H5NO4 in the gas phase in a non-equilibrium geometry.

Output
F_max ... 2.67 eV/A
Gap between HOMO and LUMO ... 8.09 eV
Relative energy (zero: lowest compared OMol25 entry of this formula, charge and spin) ... 298.8 kJ/mol
E_tot ... -13906.316 eV

Bonds (Å) are listed after each position.
Cartesian coordinates (Å):
1 O -0.37 0.59 2.14  C7 1.203
2 O -0.37 -2.43 1.28  C8 1.396, H14 0.959
3 O 0.49 -1.40 -1.85  C6 1.221
4 O 1.85 -1.71 1.28  C8 1.395, H10 0.967
5 N -0.64 1.42 -0.85  C9 1.476, H11 1.067, H12 1.042, H13 0.996
6 C 0.36 -0.97 -0.72  O3 1.221, C8 1.663, C9 1.406
7 C -0.01 -0.05 1.19  O1 1.203, C8 1.551, C9 1.434
8 C 0.54 -1.46 0.86  O2 1.396, O4 1.395, C6 1.663, C7 1.551
9 C 0.07 0.30 -0.20  N5 1.476, C6 1.406, C7 1.434
10 H 2.47 -1.48 0.58  O4 0.967
11 H -0.96 1.17 -1.84  N5 1.067
12 H -1.51 1.60 -0.32  N5 1.042
13 H 0.05 2.13 -1.01  N5 0.996
14 H -0.63 -2.48 2.20  O2 0.959

[5]
ORCA calculation (the ωB97M-V functional and the def2-TZVPD basis) on 2 unconnected molecules or ions with the total composition C4H5NO4S in a non-equilibrium geometry.

Output
F_max ... 4.24 eV/A
Gap between HOMO and LUMO (spin up / spin down) ... 7.21 / 7.08 eV
Relative energy (zero: lowest compared OMol25 entry of this formula, charge and spin) ... 155.2 kJ/mol
E_tot ... -24736.634 eV
Spin multiplicity ... 3

Bonds (Å) are listed after each position.
Cartesian coordinates (Å):
1 S -3.22 0.53 -0.01  O3 1.487, O5 1.432
2 O -1.70 2.23 -0.48  N6 1.240
3 O -2.61 0.01 1.25  S1 1.487
4 O -0.01 1.93 0.80  N6 1.184
5 O -2.76 -0.21 -1.14  S1 1.432
6 N -0.66 1.64 -0.15  O2 1.240, O4 1.184, C8 1.376
7 C 0.68 -0.39 -0.57  C8 1.431, C9 1.416, H15 1.095
8 C -0.30 0.58 -0.95  N6 1.376, C7 1.431, H11 1.079
9 C 1.46 -0.51 0.60  C7 1.416, C10 1.341, H14 1.134
10 C 2.38 -1.48 0.73  C9 1.341, H12 1.065, H13 1.049
11 H -0.71 0.35 -1.92  C8 1.079
12 H 2.31 -2.28 0.03  C10 1.065
13 H 2.97 -1.34 1.58  C10 1.049
14 H 1.35 0.18 1.50  C9 1.134
15 H 0.83 -1.24 -1.25  C7 1.095

[6]
ORCA calculation (the ωB97M-V functional and the def2-TZVPD basis) on 2 unconnected molecules or ions with the total composition C4H5NOS in a non-equilibrium geometry.

Output
F_max ... 5.25 eV/A
Gap between HOMO and LUMO (spin up / spin down) ... 6.78 / 6.76 eV
Relative energy (zero: lowest compared OMol25 entry of this formula, charge and spin) ... 433.4 kJ/mol
E_tot ... -18597.427 eV

Bonds (Å) are listed after each position.
Cartesian coordinates (Å):
1 S 1.79 -0.03 1.87  C5 1.584
2 O -1.06 0.95 -1.07  C6 1.190
3 N -1.95 -0.40 1.70  C4 1.265, H8 1.001
4 C -0.96 0.37 1.84  N3 1.265, C5 1.358, H10 1.093
5 C 0.29 0.13 1.38  S1 1.584, C4 1.358
6 C -0.21 0.13 -0.95  O2 1.190, C7 1.455
7 C 0.59 -0.70 -1.84  C6 1.455, H9 1.169, H11 1.065, H12 1.040
8 H -2.80 -0.01 2.06  N3 1.001
9 H 1.64 -1.05 -1.44  C7 1.169
10 H -1.03 1.37 2.28  C4 1.093
11 H 0.70 -0.29 -2.81  C7 1.065
12 H -0.08 -1.49 -1.78  C7 1.040